# 1
{
  "formula": "C13H27N3O5S",
  "method": "ωB97M-V with the def2-TZVPD basis set",
  "species": ["C", "C", "C", "C", "C", "C", "O", "N", "C", "C", "C", "C", "N", "C", "S", "C", "O", "O", "C", "O", "N", "O", "H", "H", "H", "H", "H", "H", "H", "H", "H", "H", "H", "H", "H", "H", "H", "H", "H", "H", "H", "H", "H", "H", "H", "H", "H", "H", "H"],
  "coordinates": [[2.55, -0.66, -3.23], [1.47, -0.16, -2.35], [0.26, 0.32, -3.02], [0.93, -1.30, -1.45], [0.24, -0.79, -0.17], [-0.52, -1.98, 0.38], [0.09, -2.82, 1.05], [-1.93, -2.06, 0.39], [-2.63, -3.01, 1.26], [-2.71, -1.26, -0.69], [1.03, -0.11, 1.02], [0.58, 1.39, 1.07], [-0.86, 1.48, 1.57], [-1.19, 1.61, 3.05], [-1.77, 2.64, 0.58], [-1.30, 4.31, 1.22], [-3.12, 2.38, 0.88], [-1.39, 2.53, -0.84], [2.56, -0.31, 0.84], [3.34, 0.51, 0.64], [2.98, -1.63, 0.89], [4.39, -2.07, 0.61], [3.54, -0.73, -2.80], [2.26, -1.66, -3.57], [2.70, 0.02, -4.14], [1.95, 0.61, -1.70], [0.16, -0.31, -3.91], [-0.71, 0.40, -2.52], [0.40, 1.32, -3.43], [1.85, -1.86, -1.17], [0.24, -1.92, -1.88], [-0.44, 0.00, -0.49], [-2.71, -2.81, 2.32], [-2.14, -3.98, 1.27], [-3.63, -2.99, 0.90], [-2.90, -0.28, -0.34], [-2.15, -1.27, -1.68], [-3.77, -1.59, -0.81], [0.73, -0.54, 1.97], [0.81, 1.89, 0.11], [1.25, 1.94, 1.81], [-2.22, 1.08, 3.23], [-0.52, 1.10, 3.70], [-1.36, 2.67, 3.44], [-0.25, 4.27, 1.61], [-2.05, 4.53, 2.05], [-1.35, 4.99, 0.41], [2.23, -2.31, 0.86], [5.11, -1.62, 1.04]],
  "total_charge": 0,
  "gap_ha": 0.350,
  "lumo_energy_ev": 0.4,
  "smiles": "CC(C)C[C@@H](C(=O)N(C)C)[C@H](CN(C)S(C)(=O)=O)C(=O)NO",
  "relative_energy_ev": 0.000
}

# 2
{
  "formula": "C13H27N3O7Pb",
  "method": "ωB97M-V with the def2-TZVPD basis set",
  "species": ["Pb", "C", "C", "O", "O", "H", "H", "H", "C", "C", "O", "O", "H", "H", "H", "C", "C", "O", "N", "C", "H", "H", "H", "H", "H", "H", "H", "C", "C", "O", "N", "C", "H", "H", "H", "H", "H", "H", "H", "C", "C", "O", "N", "C", "H", "H", "H", "H", "H", "H", "H"],
  "coordinates": [[-0.30, 0.33, 0.72], [1.76, 1.00, -3.17], [1.01, 0.65, -1.92], [0.66, 1.64, -1.19], [0.65, -0.54, -1.69], [1.80, 2.06, -3.34], [1.33, 0.47, -4.05], [2.81, 0.77, -3.10], [1.61, 4.14, 1.10], [0.93, 2.80, 1.31], [-0.33, 2.79, 1.41], [1.61, 1.70, 1.46], [2.69, 4.06, 1.01], [1.36, 4.66, 2.00], [1.30, 4.69, 0.19], [-0.77, -3.91, 2.27], [-1.60, -2.71, 1.86], [-1.47, -1.63, 2.49], [-2.30, -2.91, 0.72], [-3.23, -1.94, 0.09], [0.02, -3.93, 1.56], [-1.35, -4.83, 2.26], [-0.28, -3.73, 3.23], [-2.33, -3.82, 0.43], [-4.09, -2.38, -0.46], [-2.70, -1.32, -0.67], [-3.60, -1.34, 0.86], [3.87, -0.62, 2.21], [2.91, -1.56, 1.56], [1.69, -1.57, 1.57], [3.57, -2.53, 0.83], [2.81, -3.49, 0.07], [3.48, 0.39, 2.16], [4.78, -0.73, 1.60], [4.03, -0.86, 3.26], [4.61, -2.57, 0.79], [2.24, -3.02, -0.71], [2.07, -3.92, 0.79], [3.50, -4.28, -0.23], [-3.32, 0.87, -2.71], [-2.91, 1.65, -1.44], [-2.70, 1.13, -0.36], [-2.85, 2.97, -1.68], [-2.55, 3.90, -0.57], [-3.93, 1.47, -3.43], [-3.75, -0.05, -2.34], [-2.43, 0.55, -3.26], [-2.93, 3.28, -2.63], [-3.20, 4.72, -0.52], [-1.54, 4.20, -0.69], [-2.62, 3.30, 0.33]],
  "total_charge": 0,
  "gap_ha": 0.339,
  "lumo_energy_ev": 0.7
}